{"formula": "C34H43CaClN9O5P2SeTe", "method": "ωB97M-V/def2-TZVPD", "species": ["Te", "Se", "Ca", "Cl", "P", "P", "O", "O", "O", "O", "O", "N", "N", "N", "N", "N", "N", "N", "N", "N", "C", "C", "C", "C", "C", "C", "C", "C", "C", "C", "C", "C", "C", "C", "C", "C", "C", "C", "C", "C", "C", "C", "C", "C", "C", "C", "C", "C", "C", "C", "C", "C", "C", "C", "H", "H", "H", "H", "H", "H", "H", "H", "H", "H", "H", "H", "H", "H", "H", "H", "H", "H", "H", "H", "H", "H", "H", "H", "H", "H", "H", "H", "H", "H", "H", "H", "H", "H", "H", "H", "H", "H", "H", "H", "H", "H", "H"], "coordinates": [[-4.29837, 2.70336, 2.50245], [0.21071, -2.94319, 4.50111], [-0.09039, 0.73354, 1.09646], [6.89341, 1.56068, 2.66914], [-2.48304, 1.38446, 3.21610], [0.99505, 2.05148, -2.13073], [-2.64619, -0.18557, 2.83113], [1.78362, 0.37750, 0.03683], [-1.03789, 1.65320, 2.86249], [0.84526, 2.70935, 1.22550], [-2.64344, 1.33975, 4.80619], [-3.16616, 0.86160, -0.73170], [-0.24276, -3.43981, 0.59179], [-2.04311, 1.27650, 0.02039], [-1.54985, -3.34761, 0.26742], [-0.08727, 3.11124, -3.01599], [-0.60461, -1.40857, -0.00191], [-1.75366, -2.12921, -0.08485], [-1.06390, 3.92935, -1.07768], [0.81844, -0.61554, 2.76099], [-1.57609, 5.02980, -3.13563], [3.64165, 2.11890, -3.06536], [2.89506, 0.67892, 0.59755], [-0.74665, -2.09183, -3.35391], [1.11576, -0.70660, -2.71484], [-1.07572, 0.25220, -2.90150], [5.26034, 0.17377, 0.97449], [0.43154, -5.79382, 0.04690], [0.27539, 0.41044, -2.62881], [-0.92261, -6.48627, -0.12449], [1.97024, 2.74483, 1.71316], [-1.58592, -0.99515, -3.25773], [-1.88164, 4.77977, -0.44581], [-3.89602, -0.85587, 3.13698], [3.05459, 1.80290, 1.47408], [4.36936, 1.83510, -5.34257], [-2.59309, 5.77058, -1.09496], [0.56953, -1.52425, 3.45532], [-2.20296, 0.28526, 6.90604], [0.61153, -1.94690, -3.07254], [-3.85502, -2.25972, 2.58681], [0.93388, -5.25134, -1.29191], [0.31576, -2.24948, 0.41328], [-0.90344, 4.04623, -2.39369], [0.35959, -4.67386, 1.09890], [5.36470, 1.25387, 1.86619], [2.31205, 1.96613, -3.44464], [-2.42546, 5.88602, -2.47092], [-1.62148, 0.65065, 5.56219], [4.66745, 2.04872, -4.00599], [2.02579, 1.72571, -4.79333], [4.28525, 2.05472, 2.10237], [3.04070, 1.67198, -5.73583], [4.06718, -0.09659, 0.35531], [1.82675, -4.62950, -1.16441], [1.27609, -2.80052, -3.14049], [-1.68474, -5.76674, -0.42415], [0.16276, -4.63909, -1.76822], [1.35628, -2.01241, 0.57403], [1.35465, -4.40675, 1.44291], [-1.29227, -0.24109, 5.02833], [2.80123, 1.48312, -6.77715], [-3.26859, -0.13381, -0.57975], [-1.97455, 4.62735, 0.62597], [2.17384, -0.59653, -2.49713], [2.23192, 3.59487, 2.36327], [1.18540, -6.06954, -1.97120], [-3.26649, 6.41612, -0.54676], [-3.01079, -2.81233, 3.01019], [-4.78321, -2.77502, 2.84943], [-2.96945, 6.64305, -3.02428], [-0.21959, -4.98643, 1.96234], [5.16360, 1.77390, -6.07754], [-1.73080, 2.18397, -0.32890], [-1.23991, -6.95254, 0.81309], [3.97844, -0.93485, -0.32817], [-3.98872, 1.32487, -0.36404], [-1.14024, -3.05773, -3.65441], [4.37326, 2.89581, 2.78262], [-4.03533, -0.86628, 4.21851], [-3.74134, -2.24682, 1.50453], [-2.99076, -0.46198, 6.79049], [5.69943, 2.15353, -3.68984], [-2.63218, 1.16957, 7.38111], [-2.64674, -1.10512, -3.45176], [-0.00063, 3.21297, -4.01255], [-1.42291, -0.12687, 7.54946], [1.00020, 1.54767, -5.10651], [6.13072, -0.44270, 0.78849], [1.15080, -6.51998, 0.43265], [-2.30788, 1.44480, 0.99201], [-1.74907, 1.09710, -2.82651], [-0.86190, -7.26477, -0.89105], [-4.71911, -0.29149, 2.70562], [-0.76059, 1.30973, 5.67245], [-1.42422, 5.10319, -4.20590], [3.87960, 2.28199, -2.01703]], "forces_ev_per_angstrom": [[0.04, 0.11, -0.22], [-0.05, -0.03, -0.02], [-0.10, -0.94, -0.17], [-0.09, -0.01, -0.07], [0.51, -0.39, 1.25], [-0.30, -0.05, -1.13], [-0.61, -0.11, -0.31], [1.17, -0.37, -0.06], [-1.34, 0.52, 0.33], [0.90, 0.98, 0.38], [0.12, 0.06, 0.40], [-0.15, -0.08, -0.18], [-0.15, -0.35, 0.01], [-0.22, 0.41, -0.26], [0.23, 0.37, -0.03], [0.06, 0.23, 0.52], [-0.31, -0.73, -0.03], [0.43, -0.08, 0.20], [-0.11, 0.09, -0.05], [0.07, -0.98, 0.90], [0.11, 0.04, -0.06], [0.01, 0.05, 0.07], [-0.05, 0.13, -0.12], [0.10, -0.01, -0.01], [-0.07, 0.03, 0.07], [-0.01, 0.01, -0.06], [-0.09, 0.10, 0.07], [-0.26, 0.31, -0.16], [0.06, -0.06, 0.04], [0.13, -0.11, 0.04], [0.15, 0.02, -0.38], [0.04, 0.05, -0.03], [0.14, -0.07, -0.09], [0.30, -0.02, -0.05], [-0.29, -0.01, -0.03], [-0.14, -0.05, 0.03], [0.01, 0.01, 0.10], [0.29, 0.50, -0.34], [-0.10, 0.02, -0.01], [-0.05, 0.15, -0.06], [0.21, -0.03, 0.07], [0.10, -0.06, 0.05], [0.04, 0.00, -0.23], [0.02, -0.34, -0.03], [-0.16, -0.13, -0.31], [0.18, -0.13, -0.04], [0.11, 0.19, 0.14], [-0.04, 0.02, -0.06], [0.01, -0.02, 0.01], [-0.01, -0.04, -0.03], [0.06, 0.03, 0.04], [-0.09, 0.10, 0.05], [0.05, 0.02, 0.06], [0.14, -0.05, 0.01], [-0.06, -0.06, -0.03], [0.00, 0.02, -0.02], [0.00, -0.02, 0.01], [0.07, -0.02, 0.03], [-0.14, 0.01, 0.05], [0.04, 0.11, 0.06], [-0.01, -0.02, -0.05], [0.02, 0.02, 0.06], [0.01, -0.13, -0.04], [-0.04, -0.01, -0.05], [-0.09, -0.03, 0.00], [0.05, 0.07, 0.07], [-0.03, 0.04, 0.02], [0.05, -0.03, -0.01], [-0.07, 0.03, -0.03], [0.05, 0.01, -0.04], [0.03, -0.01, 0.00], [0.00, 0.04, 0.14], [-0.02, 0.02, 0.03], [-0.12, 0.04, -0.11], [-0.02, 0.04, -0.09], [0.00, 0.05, 0.02], [-0.23, 0.04, 0.14], [0.00, 0.04, 0.07], [-0.02, -0.02, -0.04], [0.09, 0.05, 0.09], [-0.07, -0.02, 0.00], [0.03, 0.03, 0.04], [-0.06, 0.02, 0.00], [0.03, -0.04, 0.04], [0.03, 0.04, 0.01], [-0.01, -0.04, -0.10], [-0.04, -0.01, -0.03], [0.06, -0.01, 0.03], [-0.01, -0.01, 0.00], [0.04, -0.01, 0.03], [-0.49, 0.28, -0.45], [0.03, -0.07, 0.02], [0.00, 0.04, 0.06], [-0.07, 0.16, -0.10], [0.00, 0.08, -0.06], [-0.02, 0.00, 0.02], [-0.02, 0.00, -0.08]], "e_homo_ev": -4.831, "orbital_gap_ev": 7.150, "relative_energy_ev": 0.794, "energy_ev": -181791.1435, "fmax_ev_per_a": 1.5, "total_charge": -1}

---

{"formula": "C34H43DyN10O3PS", "method": "ωB97M-V/def2-TZVPD", "species": ["Dy", "S", "P", "O", "O", "O", "N", "N", "N", "N", "N", "N", "N", "N", "N", "N", "C", "C", "C", "C", "C", "C", "C", "C", "C", "C", "C", "C", "C", "C", "C", "C", "C", "C", "C", "C", "C", "C", "C", "C", "C", "C", "C", "C", "C", "C", "C", "C", "C", "C", "H", "H", "H", "H", "H", "H", "H", "H", "H", "H", "H", "H", "H", "H", "H", "H", "H", "H", "H", "H", "H", "H", "H", "H", "H", "H", "H", "H", "H", "H", "H", "H", "H", "H", "H", "H", "H", "H", "H", "H", "H", "H", "H"], "coordinates": [[0.50738, 1.41254, -0.77906], [-1.81570, 3.45148, -5.11909], [0.59658, -6.02361, 2.19717], [1.92341, -5.35613, 2.18545], [-0.67439, -5.25297, 2.39103], [1.19967, -0.61029, -1.98786], [-0.60918, 2.09043, -3.32581], [-0.95285, -6.28024, -0.01210], [-0.80242, 3.86094, -0.52037], [-1.17833, 1.61154, 1.25296], [-1.53447, 0.15345, -1.51172], [1.69645, -6.92928, 4.55589], [-3.09371, -0.64116, -2.88575], [2.54057, 2.39074, -1.82917], [1.33441, 3.12152, 1.12490], [2.02733, -2.81235, -2.05460], [-2.96831, 4.82435, -0.79538], [-3.05230, -1.54077, -1.82662], [4.87586, 2.78306, -3.36508], [2.69639, 1.82402, -3.03842], [1.60212, -1.68053, 0.12472], [-3.86378, -2.61166, -1.48584], [3.81900, 1.96453, -3.83852], [-1.58904, 5.39606, 1.09841], [-0.58285, 4.62334, 0.55787], [1.61871, -1.62289, -1.39259], [-2.60308, -2.67517, 0.59489], [-2.07376, -0.99953, -0.95358], [0.91898, 2.31734, 2.28628], [-1.99307, 3.92036, -1.13156], [-1.85219, -1.61034, 0.24418], [0.74882, 4.49021, 1.24780], [0.84987, -7.42739, 3.37147], [-0.46683, 3.12973, -4.12016], [3.61559, 3.08426, -1.33556], [-2.59966, 2.07062, -4.46300], [-3.19158, 1.60301, 2.50841], [4.79187, 3.24390, -2.09661], [-2.82056, 5.45771, 0.44030], [-1.21615, 2.49032, 3.50379], [2.83900, 3.20847, 1.16829], [1.43590, -0.25346, 0.65447], [-0.54668, 2.13082, 2.34607], [-1.85162, 1.48818, -3.50670], [-2.14149, 0.32791, -2.67371], [0.19444, -6.92625, 0.63415], [-2.57274, 2.20296, 3.56165], [3.45731, 3.85497, -0.05235], [-3.51408, -3.25651, -0.28734], [-2.54005, 1.43033, 1.32778], [-3.04861, 1.20890, 0.34824], [-3.54022, 6.11280, 0.87543], [2.52036, -2.27348, 0.46981], [-1.65179, -6.92590, -0.36045], [0.78151, 4.74909, 2.29458], [1.29842, 1.30627, 2.22423], [-4.26501, 1.29821, 2.55700], [2.92013, 4.70969, -0.45123], [2.14937, -7.67088, 5.15150], [-4.74356, -3.00654, -1.95401], [-1.53716, 5.93605, 2.00415], [-2.10951, 3.27942, -1.99588], [2.33813, -6.34034, 3.96009], [-0.64651, -5.70742, -0.76700], [-1.21735, -1.28458, 1.04289], [2.05266, -2.82600, -3.06428], [4.50031, 4.10050, 0.09801], [5.71608, 3.01357, -4.01924], [-3.16305, 2.45763, 4.41803], [1.27018, -6.24849, 5.19637], [3.20417, 2.21729, 1.45764], [-4.15989, -4.12884, -0.10148], [0.46288, 3.65320, -4.18385], [-2.46150, -3.19544, 1.53976], [1.11850, -6.99222, 0.01887], [0.87090, -0.35633, 1.60762], [1.48724, 5.19590, 0.87510], [0.80410, -2.38325, 0.38575], [3.89228, 1.47989, -4.83813], [5.46332, 3.94389, -1.73712], [2.32440, -3.65563, -1.60026], [3.09104, 3.80834, 2.10532], [1.80330, 1.29571, -3.37032], [-3.93407, 4.73470, -1.33987], [-0.12724, -7.94428, 0.85393], [1.44037, -8.25525, 2.96828], [1.32288, 2.74552, 3.21709], [-0.70449, 2.97705, 4.39770], [-1.27160, -5.63856, 0.70473], [-0.11293, -7.83868, 3.71208], [2.39888, 0.17017, 0.89839], [-3.58096, -0.88157, -3.75691], [-3.54473, 1.71131, -4.83197]], "forces_ev_per_angstrom": [[-0.74, 0.42, 0.18], [0.07, -0.48, 0.12], [-0.20, 0.62, -0.12], [0.28, -0.22, 0.15], [0.00, -0.31, 0.09], [0.79, -1.19, -0.07], [0.00, 0.18, 0.05], [0.59, -0.13, -0.63], [0.26, -0.47, -0.10], [-0.65, 0.62, 0.65], [-0.20, 0.06, -0.40], [0.41, 0.35, -0.82], [0.01, -0.10, -0.89], [1.68, 0.49, 0.46], [0.71, -0.29, -0.33], [-1.06, 2.78, 0.21], [-1.71, -0.99, 0.80], [-0.03, 1.24, 0.17], [-0.72, -1.52, -1.51], [-0.18, -0.06, -0.50], [1.43, -0.52, -0.62], [0.97, -0.74, 1.18], [0.52, 0.14, -0.43], [-1.19, -0.30, -1.09], [-0.05, -0.45, 0.42], [0.16, -2.12, -0.66], [-0.70, -2.80, 0.18], [-0.43, -0.06, -1.47], [0.38, 0.01, 0.04], [1.04, 0.59, -0.47], [0.62, 0.53, 1.62], [1.03, -0.62, -0.48], [-0.90, -0.76, 1.38], [-0.58, -1.25, 0.46], [-1.14, -1.35, -0.96], [-0.49, 0.19, -0.49], [-2.65, -0.56, -0.51], [-2.23, 0.19, 0.77], [1.12, 0.46, -0.71], [-0.07, 0.44, 1.12], [-0.78, 0.75, 1.62], [-0.70, -1.23, 1.09], [-1.07, -0.06, -0.10], [1.23, 0.09, -0.25], [-0.60, -0.77, 0.72], [1.53, -1.49, 0.11], [0.61, 0.23, 0.86], [0.76, -0.89, -1.13], [-1.54, 0.45, -1.08], [2.22, 0.00, -1.71], [0.56, -0.12, 1.35], [-0.76, 0.13, 0.01], [-0.91, 1.06, -0.35], [-0.26, -0.04, 0.11], [-0.80, 0.14, 0.62], [0.61, 0.12, -0.11], [0.97, 0.57, 0.04], [-0.10, 0.61, 0.75], [-0.36, 0.85, -1.08], [-0.01, 0.24, -0.91], [0.61, 0.39, 0.89], [-0.12, 0.06, 0.16], [0.52, -0.32, 0.88], [0.16, 0.56, -1.00], [0.60, 0.74, -0.18], [-0.05, 0.14, 0.10], [-0.02, 0.72, 0.92], [-0.12, -0.10, 0.28], [-0.07, 0.02, 0.49], [-0.43, -0.34, -0.28], [0.17, 0.02, -0.72], [0.63, 0.43, 0.64], [0.22, 0.51, 0.03], [0.18, 0.36, 0.02], [-0.91, 0.14, 0.00], [0.29, 0.26, -0.49], [-0.17, 0.11, -0.63], [-0.29, 0.37, 0.06], [-0.26, 0.51, 0.95], [1.65, 0.96, 0.76], [0.14, 0.28, 0.49], [-0.11, -0.30, -1.12], [0.44, -0.14, -0.28], [0.81, 0.61, 0.48], [0.25, -0.06, 0.11], [-0.11, 0.27, -0.27], [-0.29, 0.06, -0.09], [-0.61, -0.72, -1.51], [-1.06, 0.70, 1.19], [0.40, 0.16, 0.13], [0.59, 0.08, 0.12], [0.42, 0.63, 0.54], [-0.22, 0.27, -0.01]], "multiplicity": 6, "e_homo_ev": [-15.059, -15.078], "orbital_gap_ev": [8.427, 8.686], "energy_ev": -101188.6127, "fmax_ev_per_a": 3.0, "total_charge": 3, "s2": 9.156}